Record 1
{"formula": "C12H27GaN5O7", "method": "ωB97M-V/def2-TZVPD", "lumo_ev": [-4.995, -4.995], "max_force_ev_per_a": 4.30, "e_tot_ha": -3198.29396, "total_charge": 1, "spin_multiplicity": 1, "relative_energy_ev": 0.000, "elements": ["O", "H", "Ga", "N", "N", "N", "N", "O", "O", "O", "O", "C", "C", "C", "C", "C", "H", "H", "H", "C", "H", "H", "H", "C", "C", "H", "H", "H", "H", "H", "H", "H", "H", "C", "H", "H", "H", "O", "H", "H", "C", "N", "C", "C", "O", "H", "H", "H", "H", "H", "H", "H"], "xyz": [[0.27100, 0.86696, -5.04149], [0.79287, 1.40132, -5.65491], [0.00985, 0.00114, -0.00990], [-0.30438, -1.81105, 0.69591], [-1.27879, -0.74828, -1.31750], [1.04044, 0.75789, 1.47630], [0.25250, 1.83327, -0.66485], [0.27543, -2.19542, 1.79753], [1.24747, 0.13263, 2.70989], [-0.23296, 2.39396, -1.83557], [-1.78636, 0.02517, -2.19618], [-1.80038, -1.97141, -1.04095], [-1.23887, -2.57459, 0.10419], [1.16301, 2.09017, 1.46040], [0.68316, 2.69346, 0.26568], [-1.61101, -3.87427, 0.70673], [-1.95527, -3.77068, 1.75306], [-0.74163, -4.55519, 0.70761], [-2.41986, -4.34262, 0.12646], [-2.88269, -2.52161, -1.89796], [-2.56265, -2.53004, -2.95085], [-3.78787, -1.89795, -1.82847], [-3.13849, -3.54559, -1.59165], [1.75217, 2.86564, 2.57435], [0.69877, 4.15998, 0.05208], [2.37284, 2.22244, 3.20046], [0.99557, 3.34937, 3.21038], [2.37458, 3.67929, 2.17408], [-0.04713, 4.45908, -0.68482], [1.68645, 4.49164, -0.29712], [0.50764, 4.70384, 0.98794], [0.98902, -0.81896, 2.51042], [-0.70848, 1.61921, -2.25848], [1.17283, 0.20064, -4.15120], [0.58232, -0.60201, -3.69836], [1.48996, 0.88266, -3.34768], [2.06896, -0.22665, -4.64441], [1.86436, -0.83129, -0.44523], [2.33040, -0.36910, 0.30413], [1.77072, -1.72424, -0.01681], [-2.01227, -0.37800, 3.30667], [-2.95571, 0.49997, 2.62099], [-4.17584, 0.91110, 3.29445], [-2.74792, 0.96072, 1.39304], [-1.73004, 0.68782, 0.71612], [-2.43932, -0.59028, 4.29094], [-1.01939, 0.07983, 3.43397], [-1.85018, -1.32652, 2.77166], [-4.19956, 2.00718, 3.35449], [-5.03934, 0.60730, 2.68804], [-4.20684, 0.45830, 4.28645], [-3.54647, 1.61081, 1.00473]], "forces_ev_per_angstrom": [[0.7, -0.1, 0.0], [-0.2, -0.1, 0.1], [-1.8, -2.3, -0.9], [-2.3, -1.2, -0.6], [-0.8, -2.1, 0.1], [0.2, 3.0, 2.9], [0.4, 3.6, 0.6], [1.3, -0.2, 1.3], [0.3, 0.9, -1.4], [0.5, -1.1, 1.2], [0.1, 0.6, -0.8], [0.4, 2.9, -2.1], [2.5, 1.1, 2.3], [0.5, -3.7, 1.7], [-1.1, -0.8, -4.1], [-0.3, -0.7, -0.1], [0.3, 0.1, -0.4], [-0.3, 0.3, 0.1], [0.4, 0.1, 0.3], [-0.3, -0.2, 0.0], [-0.2, 0.1, 0.3], [0.3, -0.1, -0.1], [0.1, 0.4, -0.2], [0.3, 0.4, 0.2], [-0.1, 0.5, 0.2], [-0.2, 0.1, -0.1], [0.0, -0.3, -0.2], [-0.2, -0.2, 0.1], [0.1, -0.1, 0.0], [-0.2, -0.1, 0.0], [0.0, -0.3, -0.2], [-0.3, -0.7, -0.2], [-0.3, 0.0, 0.0], [-0.3, 0.0, 0.0], [0.2, 0.0, -0.1], [0.1, -0.1, -0.1], [-0.5, 0.2, 0.1], [1.0, -0.2, 1.5], [0.0, -0.4, -1.3], [-0.1, 0.5, -0.7], [0.3, -0.4, 0.1], [0.3, 0.2, -0.8], [-0.6, 0.4, -0.3], [0.8, -0.7, 0.6], [-1.0, 0.9, 0.8], [0.3, 0.0, -0.2], [-0.5, 0.0, -0.1], [-0.2, 0.4, 0.1], [-0.1, -0.3, 0.3], [0.1, -0.1, 0.4], [-0.2, 0.2, -0.2], [0.3, -0.1, -0.1]]}

---

Record 2
{"formula": "C12H27NORb", "method": "ωB97M-V/def2-TZVPD", "lumo_ev": -3.787, "max_force_ev_per_a": 4.06, "e_tot_ha": -627.10439, "total_charge": 1, "spin_multiplicity": 1, "elements": ["Rb", "C", "C", "C", "O", "H", "H", "H", "H", "H", "H", "H", "C", "C", "C", "N", "C", "C", "C", "C", "C", "C", "H", "H", "H", "H", "H", "H", "H", "H", "H", "H", "H", "H", "H", "H", "H", "H", "H", "H", "H", "H"], "xyz": [[-10.55190, 17.81355, -11.75009], [-8.42582, 22.35310, -13.22526], [-7.13843, 21.77088, -12.64401], [-6.47519, 22.99349, -11.94355], [-7.42377, 20.69410, -11.80482], [-8.73514, 21.74705, -14.07680], [-8.25052, 23.35122, -13.62665], [-9.21187, 22.34441, -12.47017], [-6.48735, 21.54090, -13.48740], [-5.41764, 22.89225, -11.69975], [-6.99934, 23.31077, -11.04206], [-6.53629, 23.77686, -12.69900], [-12.97570, 15.70841, -16.24247], [-11.47115, 16.07864, -16.43054], [-10.84741, 15.29998, -17.65816], [-9.37212, 15.74495, -18.06188], [-8.40825, 15.99524, -16.82413], [-8.11123, 14.60232, -16.19519], [-7.56060, 13.52568, -17.19064], [-8.41440, 13.33017, -18.36335], [-8.78479, 14.70561, -19.08430], [-9.54332, 17.08353, -18.83072], [-13.40918, 16.31990, -15.45111], [-13.14433, 14.64425, -16.07748], [-13.57301, 15.92973, -17.12698], [-10.82774, 16.10767, -15.55119], [-11.50375, 17.13986, -16.67722], [-11.41237, 15.54459, -18.55765], [-10.78635, 14.22739, -17.47393], [-8.92388, 16.75307, -16.23428], [-7.41657, 16.33853, -17.11878], [-9.01034, 14.15434, -15.77209], [-7.55270, 14.78406, -15.27698], [-7.27478, 12.64389, -16.61718], [-6.62831, 14.00139, -17.49499], [-9.24757, 12.71259, -18.02791], [-7.83973, 12.78787, -19.11419], [-9.53594, 14.62739, -19.87026], [-7.88391, 15.14726, -19.51028], [-9.98768, 16.82634, -19.79222], [-8.58005, 17.58172, -18.94037], [-10.19522, 17.90722, -18.53973]], "forces_ev_per_angstrom": [[0.5, 0.7, 0.2], [-0.1, -0.2, -0.8], [-0.8, -0.1, 2.0], [0.3, -0.2, -0.4], [0.2, 0.2, -0.8], [-0.3, -0.3, -0.1], [-0.3, 0.2, 0.0], [0.0, 0.2, 0.1], [0.4, -0.4, -0.4], [0.0, -0.4, 0.1], [-0.2, -0.1, 0.0], [0.2, 0.4, 0.2], [0.7, -0.2, -0.1], [-0.3, 0.3, -1.6], [1.2, 0.9, 1.1], [-0.4, 1.7, 0.0], [-0.6, -2.3, -1.0], [-1.6, -0.1, 0.5], [2.0, 2.8, 2.1], [-0.9, 0.7, -1.5], [-0.3, -0.5, 2.0], [0.5, -0.4, -0.8], [0.1, -0.3, 0.2], [0.1, 0.0, 0.4], [0.3, 0.2, -0.2], [-0.3, -0.9, 0.2], [0.1, 0.2, -0.4], [-0.1, -0.4, 0.1], [-0.2, 0.1, -0.1], [0.3, -0.3, 0.2], [-0.4, 0.5, -0.8], [-0.6, 0.2, 0.0], [0.8, -0.2, -0.4], [-0.3, -0.2, -0.3], [0.5, -0.4, -0.3], [-0.5, 0.2, -0.6], [-0.3, -0.3, -0.1], [0.0, -0.2, 0.1], [0.0, 0.1, 0.2], [0.5, -0.2, -0.2], [0.2, -0.5, -0.2], [-0.3, -0.7, 1.5]]}

---

| no. | molar mass (g mol⁻¹) |
| --- | --- |
| 1 | 423.099 |
| 2 | 286.822 |